No. 1
C14H33AlF6NO17S6 | ωB97M-V with the def2-TZVPD basis set

## Properties
HOMO level (spin up / spin down): -9.0 / -9.0 eV
Gap between HOMO and LUMO (spin up / spin down): 8.656 / 5.879 eV
Spin multiplicity: 2

Each line ends with the Löwdin charge.
Element x y z (Å)
1 F -3.451 0.620 3.293  0.0828
2 C 0.275 5.450 -0.768  -0.0785
3 O -0.720 -1.780 -1.562  -0.3984
4 O 0.162 -3.998 -2.229  -0.2794
5 H 0.546 -0.722 -3.936  0.0673
6 H 4.749 -2.728 -1.394  0.0661
7 O -1.401 4.455 1.988  -0.3110
8 H 5.704 -2.489 1.437  0.1191
9 H 4.823 -3.995 0.994  0.1085
10 O 3.709 -2.301 0.760  -0.3018
11 H -1.080 5.481 5.173  0.1151
12 C -0.151 5.161 4.701  -0.3344
13 H 1.274 5.756 3.222  0.0839
14 H 1.813 -4.511 0.256  0.0631
15 C -3.587 -4.091 0.056  -0.6539
16 C 1.930 -4.416 1.335  -0.0846
17 F -5.408 0.024 4.054  0.1287
18 H -3.041 -2.926 -5.766  0.0823
19 O 1.775 3.704 -1.989  -0.2862
20 S -0.316 -2.694 -2.645  0.6953
21 C -4.285 -0.417 3.450  -0.6197
22 C 3.806 3.313 -2.987  -0.0243
23 H 1.183 5.332 -0.176  0.0560
24 O -0.126 2.802 -0.433  -0.3988
25 O -0.166 3.924 4.151  -0.2629
26 H -2.488 -4.569 -6.371  0.0746
27 H -3.540 -4.504 -4.990  0.0790
28 O -1.279 -3.010 1.039  -0.3897
29 H 2.560 -5.158 1.828  0.0593
30 C 5.571 -2.859 -0.690  -0.0617
31 H 0.991 -2.187 -4.766  0.0527
32 F -3.722 -1.392 4.157  0.1223
33 F -3.782 -5.303 0.593  0.1440
34 H 0.580 7.094 4.388  0.0760
35 F -4.759 -3.540 -0.188  0.1335
36 H 1.993 1.949 -2.833  0.0838
37 H -3.593 2.874 3.885  0.0584
38 C -2.730 3.420 4.267  -0.0904
39 H -3.086 4.442 4.398  0.0674
40 H 2.459 0.261 -1.700  0.0311
41 O -1.069 2.016 2.690  -0.3858
42 F -2.893 -4.176 -1.041  0.1709
43 O -5.374 -2.327 1.906  -0.2955
44 H 0.534 5.061 5.543  0.1280
45 H -2.381 2.879 5.147  0.0838
46 C 4.998 -2.949 0.745  -0.2506
47 C -2.763 -3.950 -5.516  -0.0342
48 H 0.984 -4.677 1.808  0.0649
49 C -1.416 -3.883 -4.724  -0.2981
50 H 6.279 -3.636 -0.979  0.0790
51 O 1.304 -1.815 1.541  -0.3961
52 S -2.694 -2.992 1.406  0.6851
53 S 2.478 -2.693 1.830  0.7441
54 H -0.608 -3.572 -5.388  0.1013
55 O -2.990 -3.580 2.697  -0.2867
56 O -0.646 3.811 -2.742  -0.2987
57 N -3.065 -1.309 1.159  -0.3325
58 H -1.101 -4.825 -4.276  0.1163
59 H -0.529 5.840 -0.143  0.0599
60 O -5.146 -0.104 0.971  -0.3142
61 H 1.850 -1.768 -3.290  0.0519
62 S -1.333 3.426 3.059  0.7448
63 H -0.162 6.679 2.969  0.0619
64 O -1.575 -2.962 -3.690  -0.2645
65 H 1.809 3.234 -3.955  0.1204
66 O 3.179 -2.835 3.124  -0.3150
67 Al -0.658 0.074 0.477  1.1051
68 H 0.436 6.171 -1.569  0.0621
69 H 4.216 3.360 -3.996  0.0779
70 H 3.847 4.202 -2.359  0.0853
71 C 0.875 -1.749 -3.775  -0.0820
72 C 2.290 2.983 -3.010  -0.3241
73 H 6.053 -1.889 -0.814  0.0673
74 S -4.502 -1.189 1.678  0.5095
75 O 1.608 0.218 -1.222  -0.0375
76 H 4.342 2.508 -2.483  0.0684
77 S 0.186 3.725 -1.532  0.7206
78 C 0.442 6.219 3.752  -0.0678

---

No. 2
C14H33AlN4O5 | ωB97M-V with the def2-TZVPD basis set

## Properties
Total charge: +2
HOMO level: -13.8 eV
Energy relative to the best compared isomer or geometry (same formula, charge and spin): 0.0000 eV
Gap between HOMO and LUMO: 2.036 eV
Spin multiplicity: 1

Each line ends with the Löwdin charge.
Element x y z (Å)
1 H 2.999 1.265 -0.945  0.1075
2 H -1.783 2.943 4.950  0.0996
3 H -5.105 -3.592 -2.058  0.0930
4 H -1.535 -3.486 -2.263  0.0641
5 H 1.441 4.606 -0.073  0.1097
6 H 0.606 -6.053 -0.013  0.1052
7 C 0.282 2.081 3.637  -0.0655
8 H -3.945 -4.549 -3.124  0.1026
9 H -1.360 -1.884 -2.923  0.0781
10 H 1.059 -2.903 -1.722  0.0956
11 C 1.140 -5.292 0.567  -0.0432
12 C -1.143 -0.189 0.216  -0.0499
13 H 4.673 2.697 -1.279  0.1492
14 O 4.601 4.719 -1.278  0.1323
15 C 4.096 3.629 -1.234  -0.2705
16 C -1.925 -2.817 -3.023  -0.0502
17 C 1.215 4.240 4.146  -0.2895
18 H -1.603 -3.108 -4.026  0.1079
19 H -1.656 -0.734 -0.575  0.0737
20 O -3.395 -0.365 -3.182  -0.1399
21 H 1.040 -2.270 -0.075  0.0840
22 O 3.204 -3.967 -1.964  0.0681
23 H -0.188 -3.519 -0.639  0.0799
24 H 1.041 4.335 -1.836  0.1039
25 C 2.256 2.053 -0.890  -0.0077
26 C 0.842 -3.161 -0.682  -0.0564
27 H -3.516 -4.148 -1.463  0.0868
28 H -0.676 3.120 6.281  0.1158
29 H -2.259 1.594 0.438  0.1508
30 H -1.299 4.469 5.272  0.1100
31 H 1.718 2.004 0.057  0.0819
32 H 1.944 -5.857 1.038  0.0940
33 C 2.819 -4.550 -0.980  -0.3022
34 C -3.948 -1.427 -2.947  -0.3199
35 N 2.745 3.402 -1.128  -0.1319
36 C -0.873 3.464 5.265  -0.0230
37 H -5.024 -1.564 -2.750  0.1462
38 O -0.899 1.768 -1.182  -0.1966
39 H 3.415 -5.303 -0.448  0.1449
40 C -1.272 1.318 0.038  -0.3582
41 N 0.259 3.304 4.394  -0.1337
42 H 1.821 4.141 3.239  0.1380
43 H -0.560 1.811 0.752  0.1435
44 C 1.827 4.507 -1.090  -0.0060
45 N 1.663 -4.256 -0.300  -0.1765
46 H -1.482 -0.512 1.203  0.0941
47 H -0.599 1.940 2.995  0.0822
48 H 0.475 -4.937 1.352  0.0953
49 H 1.549 1.992 -1.735  0.1083
50 H 2.242 5.458 -1.415  0.1086
51 H -0.096 -0.507 0.260  0.0595
52 H 1.110 1.849 2.960  0.0840
53 Al -2.191 2.281 -3.706  1.0801
54 N -3.354 -2.642 -2.900  -0.1684
55 H 0.363 1.191 4.271  0.1153
56 O 1.319 5.222 4.848  0.1032
57 C -4.080 -3.811 -2.333  -0.0077

---

No. 3
C14H33BIO3P2Pd | ωB97M-V with the def2-TZVPD basis set

## Properties
Total charge: +3
HOMO level (spin up / spin down): -17.3 / -19.3 eV
Gap between HOMO and LUMO (spin up / spin down): 5.678 / 5.106 eV
Spin multiplicity: 5

Each line ends with the Löwdin charge.
Element x y z (Å)
1 H -3.289 2.828 1.735  0.1094
2 P 1.410 2.594 -1.078  0.8129
3 H 0.942 -2.729 -3.795  0.0684
4 H -2.482 2.007 3.100  0.0990
5 H 1.611 -4.213 -0.316  0.0914
6 H 3.754 3.102 -1.141  0.0771
7 H 3.359 -1.274 0.014  0.0075
8 P 1.888 -2.261 -1.626  0.7666
9 Pd 1.533 0.434 -1.564  0.5424
10 H -0.040 2.597 -2.951  0.0669
11 H -3.242 -0.312 4.052  0.1345
12 H 3.920 -2.291 -2.946  0.0812
13 H 2.767 4.462 -1.788  0.0937
14 O -1.232 -1.096 1.548  0.1423
15 O 1.609 -0.130 1.381  0.2043
16 H 0.313 2.743 1.056  0.0581
17 H -4.184 1.672 2.686  0.1250
18 C -2.308 -0.588 3.537  0.0393
19 H -1.499 0.096 3.815  0.1126
20 H 2.350 -2.905 0.686  0.0700
21 H -0.949 2.798 -1.447  0.0545
22 H 1.325 4.194 0.713  0.0964
23 C 0.861 0.040 0.469  -0.2488
24 H 4.095 -0.408 -1.423  0.0544
25 C 1.570 -3.146 -0.047  -0.2160
26 H -3.325 -2.621 2.268  0.1201
27 C 2.890 3.375 -1.767  -0.1756
28 B -0.749 -0.074 0.758  -1.0715
29 C -2.756 0.767 1.323  -0.4383
30 C 3.583 -2.835 -2.053  -0.1993
31 H -4.760 0.587 0.497  0.1240
32 H 2.087 2.656 1.236  0.0753
33 C -3.590 -1.695 1.737  0.0286
34 H -4.553 -1.348 2.134  0.1292
35 C 1.272 3.102 0.653  -0.1702
36 H -3.447 -0.057 -0.582  0.0334
37 H 4.283 -2.651 -1.230  0.0663
38 O -1.464 1.111 0.758  0.0609
39 C 0.962 -3.277 -2.846  -0.2983
40 I -1.070 -1.308 -1.360  1.3581
41 H 3.035 2.974 -2.778  0.0709
42 H 0.584 -2.903 0.362  0.0174
43 H 3.586 0.487 0.031  0.0399
44 H -1.994 -1.588 3.866  0.1198
45 H 3.516 -3.911 -2.256  0.0836
46 C -2.518 -0.659 2.030  -0.4137
47 C -3.723 0.730 0.149  -0.0091
48 H -3.697 1.698 -0.376  0.1143
49 H -0.059 -3.440 -2.488  -0.0258
50 H 1.481 -4.232 -2.966  0.0737
51 C -3.182 1.880 2.269  0.0170
52 C 3.343 -0.364 -0.606  -0.1757
53 H -0.045 4.192 -2.129  0.0951
54 C -0.057 3.108 -1.982  -0.1800
55 H -3.716 -1.918 0.679  0.0871

---

No. 4
C14H33BNO15 | ωB97M-V with the def2-TZVPD basis set

## Properties
Total charge: +1
HOMO level: -11.9 eV
Gap between HOMO and LUMO: 8.494 eV
Spin multiplicity: 1

Each line ends with the Löwdin charge.
Element x y z (Å)
1 H 9.665 5.130 0.005  0.0968
2 H -3.905 -3.839 0.599  0.1869
3 O -1.835 -3.321 -6.297  0.0112
4 H 6.038 -0.551 2.077  0.1022
5 H -3.046 -0.111 -3.899  0.0985
6 C 10.126 5.159 0.990  -0.0385
7 H 5.747 -2.000 3.059  0.0957
8 H 10.878 4.378 1.075  0.0974
9 H -6.127 -0.202 2.778  0.1055
10 O -6.716 1.511 1.866  0.0233
11 O -3.729 -3.545 -5.084  0.1187
12 H 1.617 1.986 2.723  0.1013
13 H -4.388 -1.006 -4.631  0.1051
14 C 3.552 0.244 2.384  -0.6131
15 H -7.922 5.048 -0.020  0.0988
16 O 4.064 -0.962 2.603  0.0070
17 O -4.042 -1.608 -0.911  0.2205
18 H -7.108 3.916 -1.115  0.0993
19 H -2.740 -0.107 0.610  0.1604
20 H -4.953 -1.335 -0.707  0.1434
21 N -3.054 -3.277 0.635  0.2391
22 C 5.466 -0.963 2.906  -0.0234
23 O -7.311 3.333 0.874  0.0235
24 H 6.111 2.821 3.897  0.0939
25 O -2.989 -0.910 1.100  0.2493
26 C -0.001 -2.896 0.268  -0.0228
27 H -5.723 -0.105 1.052  0.0725
28 O 4.147 1.287 2.417  0.1270
29 H 7.409 1.821 3.215  0.0951
30 C -7.099 4.348 -0.117  -0.0195
31 C -3.414 -1.101 -4.156  -0.0412
32 O 2.249 0.100 2.112  -0.0092
33 O -5.427 2.293 0.186  0.1117
34 H -2.673 -3.291 1.582  0.1896
35 H -4.797 0.842 2.250  0.0969
36 C 1.572 1.333 1.854  -0.0397
37 H -1.983 -3.420 -1.234  0.1479
38 H -2.382 -4.936 -0.502  0.1523
39 O -0.833 -4.057 0.335  -0.0982
40 H -6.160 4.867 0.061  0.1004
41 H -2.966 -4.698 -7.372  0.1007
42 B -3.396 -1.834 0.247  -0.7414
43 C -6.394 2.384 0.902  -0.6173
44 C -5.779 0.456 1.987  -0.0530
45 H 0.630 -2.899 -0.607  0.1060
46 C -2.772 -2.911 -5.451  -0.6270
47 H 5.661 -0.399 3.815  0.0985
48 O 9.138 5.022 2.014  0.0055
49 C -2.034 -4.641 -6.816  -0.0286
50 H 0.535 1.078 1.651  0.0793
51 H -1.202 -4.836 -7.485  0.0966
52 O 8.617 2.990 1.175  0.1201
53 O -2.465 -1.674 -5.054  0.0077
54 H -2.031 -5.374 -6.012  0.0958
55 H -3.495 -1.699 -3.254  0.0610
56 H 6.190 2.572 2.151  0.0793
57 H 10.593 6.128 1.142  0.0935
58 C 8.461 3.876 1.976  -0.6251
59 H -0.556 -1.965 0.299  0.0825
60 C -2.020 -3.946 -0.292  -0.1602
61 C 6.780 2.695 3.052  -0.0519
62 O 7.582 3.877 2.976  0.0098
63 H 0.640 -2.909 1.129  0.1021
64 H 1.998 1.833 0.987  0.1009